Density functional theory data (the ωB97M-V functional and the def2-TZVPD basis) for a cluster of 2 separate species, C5H17N2O in total at a distorted geometry.

The geometry in XYZ format:
```
25
Properties=species:S:1:pos:R:3:forces:R:3
C 0.4503 1.2952 -0.0013 0.6 -0.4 -0.9
C -0.7903 1.7074 -0.7614 0.3 -0.4 -0.9
C -2.0420 0.8427 -0.5231 -1.5 1.1 0.7
C -1.9738 -0.0832 0.6785 1.4 -0.1 -0.8
N -1.0244 -1.2235 0.3459 -3.2 -1.0 2.5
C -1.0158 -2.2595 1.4501 1.1 0.1 -1.5
N 0.9463 -0.0510 -0.4093 1.5 0.9 -0.7
H 0.2306 1.2000 1.0410 0.1 0.3 0.8
H 1.2493 2.0142 -0.1355 0.0 0.3 0.0
H -0.9291 2.7549 -0.5729 -0.5 0.5 0.5
H -0.6114 1.7253 -1.8446 0.3 -0.2 0.1
H -2.3890 0.3692 -1.4272 0.2 -0.6 -0.3
H -2.8796 1.5266 -0.3024 0.2 -0.1 0.0
H -2.8569 -0.5709 1.0354 -0.9 0.2 -0.1
H -1.5483 0.5254 1.4745 0.0 -0.5 0.4
H -1.4335 -1.6920 -0.4444 0.1 0.0 -0.7
H -1.0709 -1.7583 2.3905 -0.4 0.1 0.6
H -0.0625 -2.7886 1.3865 -0.1 0.0 0.1
H -1.7926 -2.9728 1.2175 -0.4 0.0 0.5
H 1.9465 -0.1396 -0.2170 -0.3 -0.1 -0.1
H 0.8089 -0.1886 -1.4094 0.4 0.2 0.0
H -0.0745 -0.8153 0.1247 1.1 -0.2 -0.4
H 6.2218 -0.1463 -1.4607 0.1 0.1 0.4
H 5.2999 0.5506 -0.3763 0.6 -0.1 0.0
O 5.3410 0.1780 -1.2590 -0.8 -0.1 -0.4
```
Positions in Å, forces in eV/Å.

Output
net charge: +1
ΔE to the lowest compared entry with this formula, charge and spin: 107.3 kJ/mol
Kohn-Sham gap: 11.33 eV
HOMO level: -14.02 eV
calculated total energy: -385.1999 Ha